1.
A cluster of 10 separate species, C32H69BClN12O22P2 in total in a non-equilibrium geometry. Source: the Open Molecules 2025 dataset; level of theory: ωB97M-V/def2-TZVPD.

Positions of all 139 atoms, in Å:
1 C 2.42 -1.39 -0.32
2 C 1.05 -2.16 -0.26
3 C 0.99 -2.85 1.19
4 C -0.22 -1.22 -0.35
5 C -0.18 -0.16 -1.51
6 C -0.21 1.37 -1.09
7 B -1.01 2.06 -2.34
8 N -2.09 3.07 -2.16
9 O -0.72 1.67 -3.69
10 C -0.67 1.81 0.33
11 C -1.86 1.34 1.22
12 C -3.05 2.39 1.29
13 C -4.41 1.85 0.67
14 N -5.27 1.14 1.63
15 C -4.78 -0.22 1.93
16 C -4.69 -1.17 0.69
17 C -3.58 -2.15 0.72
18 C -3.45 -3.04 -0.43
19 C -4.37 -2.93 -1.56
20 C -5.47 -1.97 -1.57
21 C -5.63 -1.07 -0.42
22 O -6.69 -0.17 -0.48
23 N 0.10 2.73 0.86
24 C 1.24 3.22 0.03
25 C 0.95 4.62 -0.67
26 C -0.47 5.23 -0.39
27 C -0.90 6.23 -1.56
28 Cl -0.42 6.18 1.18
29 P 2.92 3.51 0.87
30 C 3.79 1.90 1.24
31 O 2.54 4.14 2.42
32 C 1.26 2.02 -1.02
33 P 2.26 2.20 -2.57
34 O 2.87 0.92 -3.07
35 H 2.42 -0.63 0.51
36 H 2.61 -0.85 -1.28
37 H 3.28 -2.09 -0.12
38 H 1.05 -2.99 -1.02
39 H 0.42 -3.81 1.18
40 H 2.07 -3.02 1.49
41 H 0.56 -2.17 1.97
42 H -0.40 -0.83 0.68
43 H -1.08 -1.91 -0.58
44 H 0.75 -0.30 -2.13
45 H -1.04 -0.37 -2.21
46 H -2.98 2.59 -2.35
47 H -1.93 3.75 -2.92
48 H -1.36 0.99 -3.99
49 H -1.44 1.25 2.26
50 H -2.24 0.34 0.86
51 H -2.75 3.26 0.64
52 H -3.18 2.82 2.32
53 H -4.98 2.77 0.35
54 H -4.19 1.29 -0.27
55 H -5.18 1.66 2.51
56 H -5.55 -0.68 2.62
57 H -3.83 -0.23 2.53
58 H -2.88 -2.19 1.59
59 H -2.62 -3.79 -0.41
60 H -4.29 -3.60 -2.46
61 H -6.17 -1.87 -2.42
62 H -7.20 -0.29 0.34
63 H -0.06 3.10 1.81
64 H 1.11 4.63 -1.78
65 H 1.69 5.35 -0.25
66 H -1.30 4.48 -0.30
67 H -0.84 7.30 -1.25
68 H -1.99 6.03 -1.78
69 H -0.32 6.02 -2.50
70 H 4.88 2.13 1.44
71 H 3.38 1.45 2.19
72 H 3.77 1.18 0.38
73 H 2.44 3.34 2.97
74 H 1.82 1.22 -0.47
75 H 3.35 3.10 -2.27
76 H 1.55 2.85 -3.64
77 C 2.71 -1.73 -5.54
78 N 2.14 -2.81 -4.68
79 O 2.79 -3.83 -4.56
80 O 1.06 -2.58 -4.16
81 H 3.66 -2.06 -5.93
82 H 2.00 -1.55 -6.34
83 H 2.83 -0.85 -4.91
84 C 1.24 -3.20 5.18
85 N 2.14 -2.09 4.77
86 O 1.69 -1.25 4.01
87 O 3.27 -2.11 5.22
88 H 0.27 -3.06 4.70
89 H 1.69 -4.14 4.85
90 H 1.14 -3.17 6.26
91 C -6.06 -5.32 1.21
92 N -5.47 -6.19 2.26
93 O -4.43 -5.80 2.78
94 O -6.06 -7.21 2.53
95 H -5.43 -4.45 1.08
96 H -6.11 -5.91 0.29
97 H -7.06 -5.03 1.54
98 C 6.17 -2.87 6.22
99 N 6.75 -3.77 7.25
100 O 7.81 -3.44 7.74
101 O 6.12 -4.77 7.53
102 H 6.83 -2.02 6.07
103 H 6.07 -3.44 5.30
104 H 5.20 -2.54 6.58
105 C -1.24 1.42 5.66
106 N -2.43 0.54 5.78
107 O -2.58 -0.05 6.83
108 O -3.17 0.47 4.82
109 H -0.67 1.38 6.59
110 H -0.64 1.05 4.83
111 H -1.60 2.43 5.47
112 C 8.50 0.91 -0.14
113 N 7.07 1.14 0.21
114 O 6.76 1.05 1.39
115 O 6.31 1.40 -0.70
116 H 9.05 0.69 0.77
117 H 8.54 0.07 -0.83
118 H 8.87 1.82 -0.61
119 C -1.70 2.67 -6.44
120 N -1.41 3.25 -7.78
121 O -1.24 2.48 -8.70
122 O -1.38 4.47 -7.85
123 H -1.70 1.58 -6.52
124 H -0.91 3.00 -5.76
125 H -2.67 3.03 -6.13
126 C -1.73 -8.08 3.25
127 N -0.58 -7.29 2.74
128 O 0.10 -6.68 3.55
129 O -0.39 -7.31 1.54
130 H -1.77 -7.97 4.33
131 H -2.63 -7.69 2.78
132 H -1.56 -9.12 2.97
133 C 1.86 5.15 -8.39
134 N 2.25 5.18 -6.96
135 O 2.54 6.26 -6.48
136 O 2.26 4.11 -6.37
137 H 1.89 6.16 -8.79
138 H 2.56 4.51 -8.91
139 H 0.85 4.75 -8.44

Properties
Gap between HOMO and LUMO (eV): 7.6
Total charge: +1
Spin multiplicity: 1

=====

2.
A structure of composition C32H69ClN3O4Si2. Source: the Open Molecules 2025 dataset; level of theory: ωB97M-V/def2-TZVPD.

Positions of all 111 atoms, in Å:
1 C 2.11 4.00 6.03
2 O 3.02 4.64 5.15
3 C 2.51 4.86 3.84
4 C 3.57 5.58 3.02
5 C 4.43 4.66 2.14
6 C 4.95 5.35 0.85
7 Si 4.59 4.36 -0.70
8 C 5.07 2.57 -0.48
9 C 4.01 1.67 0.18
10 C 3.73 0.39 -0.61
11 C 2.56 -0.41 -0.06
12 C 2.26 -1.70 -0.85
13 C 1.83 -2.86 0.04
14 C 1.21 -4.05 -0.73
15 C -0.27 -4.31 -0.41
16 C -0.52 -5.59 0.42
17 C -1.96 -6.12 0.34
18 C -2.61 -6.34 1.71
19 C -4.13 -6.34 1.63
20 N -4.77 -6.58 2.91
21 C -4.57 -5.85 4.04
22 C -5.31 -6.41 5.05
23 C -5.98 -7.53 4.51
24 C -5.63 -7.60 3.19
25 O 5.48 4.94 -1.97
26 Si 5.30 6.48 -2.60
27 C 7.02 7.23 -2.51
28 C 7.22 8.69 -2.88
29 C 8.68 9.12 -2.83
30 Cl 6.27 9.71 -1.75
31 C 4.64 6.20 -4.34
32 C 4.22 7.46 -5.09
33 O 4.38 8.54 -4.17
34 C 4.95 7.69 -6.43
35 N 6.22 8.41 -6.28
36 H 2.02 4.58 6.94
37 H 1.11 3.90 5.58
38 H 2.47 3.00 6.28
39 H 1.60 5.46 3.91
40 H 2.26 3.89 3.39
41 H 3.08 6.32 2.39
42 H 4.21 6.09 3.73
43 H 5.28 4.29 2.71
44 H 3.81 3.80 1.87
45 H 6.04 5.47 0.89
46 H 4.54 6.35 0.77
47 H 3.14 4.44 -1.02
48 H 6.01 2.55 0.08
49 H 5.31 2.20 -1.49
50 H 3.07 2.21 0.32
51 H 4.37 1.38 1.17
52 H 3.52 0.66 -1.65
53 H 4.63 -0.23 -0.61
54 H 2.76 -0.68 0.98
55 H 1.66 0.21 -0.06
56 H 1.46 -1.51 -1.57
57 H 3.15 -1.99 -1.41
58 H 1.12 -2.48 0.78
59 H 2.70 -3.20 0.61
60 H 1.78 -4.95 -0.48
61 H 1.33 -3.87 -1.80
62 H -0.85 -4.39 -1.33
63 H -0.66 -3.47 0.17
64 H 0.19 -6.36 0.10
65 H -0.27 -5.37 1.46
66 H -2.58 -5.43 -0.25
67 H -1.93 -7.08 -0.18
68 H -2.29 -5.55 2.39
69 H -2.30 -7.30 2.13
70 H -4.48 -5.39 1.22
71 H -4.45 -7.16 0.98
72 H -3.92 -4.99 4.05
73 H -5.34 -6.05 6.07
74 H -6.63 -8.21 5.04
75 H -5.92 -8.33 2.46
76 H 4.33 7.18 -1.73
77 H 7.69 6.60 -3.09
78 H 7.31 7.11 -1.45
79 H 6.84 8.87 -3.88
80 H 8.81 10.08 -3.33
81 H 9.04 9.19 -1.81
82 H 9.28 8.40 -3.38
83 H 5.40 5.63 -4.88
84 H 3.78 5.54 -4.23
85 H 3.16 7.38 -5.34
86 H 4.41 9.38 -4.64
87 H 5.15 6.71 -6.87
88 H 4.29 8.21 -7.13
89 H 6.18 9.34 -6.67
90 H 6.99 7.92 -6.71
91 C -9.63 -6.30 -1.18
92 N -10.42 -6.24 0.10
93 C -11.73 -6.92 -0.13
94 C -10.67 -4.82 0.46
95 C -9.74 -6.97 1.23
96 C -8.43 -6.41 1.73
97 O -7.48 -6.44 0.68
98 H -10.29 -5.99 -1.99
99 H -8.78 -5.64 -1.11
100 H -9.30 -7.33 -1.34
101 H -12.26 -6.40 -0.93
102 H -12.32 -6.88 0.78
103 H -11.55 -7.95 -0.42
104 H -9.71 -4.31 0.57
105 H -11.23 -4.78 1.39
106 H -11.23 -4.35 -0.34
107 H -9.60 -8.00 0.89
108 H -10.45 -6.97 2.06
109 H -8.11 -7.04 2.56
110 H -8.55 -5.39 2.12
111 H -6.64 -6.12 1.04

Properties
Gap between HOMO and LUMO (eV): 7.7
Total charge: +1
Spin multiplicity: 1

=====

3.
A structure of composition C32H69InO10PS2. Source: the Open Molecules 2025 dataset; level of theory: ωB97M-V/def2-TZVPD.

Positions of all 115 atoms, in Å:
1 C -0.39 0.72 0.05
2 C -1.76 1.01 -0.55
3 S -2.78 -0.46 -0.80
4 C -2.03 -1.17 -2.28
5 In -0.37 -2.62 -2.05
6 P 1.71 -1.63 -3.16
7 O 2.94 -1.49 -2.32
8 S 0.06 -3.34 0.34
9 C -1.36 -4.29 0.89
10 O 0.21 -2.26 1.31
11 O 1.16 -4.29 0.32
12 H 0.28 1.58 0.02
13 H 0.07 -0.13 -0.45
14 H -0.52 0.40 1.08
15 H -1.68 1.56 -1.49
16 H -2.33 1.63 0.14
17 H -2.83 -1.66 -2.84
18 H -1.68 -0.37 -2.93
19 H -0.78 -4.09 -2.94
20 H 1.36 -0.36 -3.70
21 H 1.97 -2.34 -4.36
22 H -2.18 -4.16 0.18
23 H -1.08 -5.33 0.92
24 H -1.64 -3.90 1.87
25 C 2.67 4.66 0.21
26 C 1.70 5.78 -0.13
27 C 0.36 5.12 0.21
28 O 0.62 4.22 1.28
29 C 2.03 4.05 1.45
30 H 3.69 5.00 0.38
31 H 2.69 3.91 -0.58
32 H 1.88 6.65 0.50
33 H 1.74 6.10 -1.17
34 H -0.01 4.55 -0.65
35 H -0.41 5.82 0.52
36 H 2.35 4.56 2.37
37 H 2.26 2.99 1.56
38 C 4.88 0.97 -2.63
39 C 6.06 0.67 -1.71
40 C 5.88 1.74 -0.63
41 O 4.48 1.96 -0.53
42 C 3.80 1.35 -1.63
43 H 4.58 0.12 -3.25
44 H 5.11 1.81 -3.28
45 H 5.95 -0.32 -1.28
46 H 7.03 0.73 -2.20
47 H 6.37 2.67 -0.91
48 H 6.25 1.42 0.35
49 H 3.27 0.46 -1.27
50 H 3.07 2.05 -2.03
51 C -4.92 -1.75 -7.08
52 C -5.20 -0.25 -7.09
53 C -4.87 0.14 -5.66
54 O -3.83 -0.75 -5.24
55 C -3.70 -1.82 -6.16
56 H -4.73 -2.18 -8.06
57 H -5.76 -2.29 -6.63
58 H -4.52 0.25 -7.77
59 H -6.22 0.01 -7.37
60 H -5.73 0.01 -4.99
61 H -4.51 1.16 -5.57
62 H -2.78 -1.69 -6.73
63 H -3.63 -2.76 -5.61
64 C 0.55 -4.60 4.88
65 C -0.29 -4.23 6.11
66 C -1.70 -4.18 5.51
67 O -1.72 -5.14 4.45
68 C -0.38 -5.56 4.16
69 H 1.51 -5.05 5.12
70 H 0.72 -3.72 4.27
71 H -0.23 -5.03 6.86
72 H 0.00 -3.30 6.58
73 H -1.92 -3.19 5.10
74 H -2.48 -4.44 6.23
75 H -0.26 -6.59 4.51
76 H -0.23 -5.55 3.08
77 C 4.13 6.59 4.23
78 C 2.78 7.20 3.85
79 C 2.75 8.44 4.74
80 O 4.11 8.85 4.91
81 C 4.99 7.83 4.43
82 H 4.54 5.91 3.48
83 H 4.04 6.03 5.17
84 H 2.79 7.49 2.80
85 H 1.94 6.54 4.02
86 H 2.33 8.20 5.73
87 H 2.18 9.26 4.31
88 H 5.44 8.16 3.49
89 H 5.79 7.69 5.16
90 C -2.28 -9.25 7.41
91 C -2.60 -7.76 7.36
92 C -2.22 -7.32 8.77
93 O -1.15 -8.18 9.18
94 C -1.02 -9.27 8.27
95 H -2.12 -9.70 6.43
96 H -3.09 -9.80 7.90
97 H -1.96 -7.26 6.63
98 H -3.63 -7.54 7.12
99 H -3.05 -7.45 9.47
100 H -1.88 -6.28 8.82
101 H -0.12 -9.12 7.66
102 H -0.90 -10.19 8.84
103 C -1.20 3.16 -8.12
104 C -2.28 4.20 -8.42
105 C -3.51 3.33 -8.61
106 O -3.33 2.20 -7.76
107 C -1.98 2.15 -7.28
108 H -0.34 3.56 -7.60
109 H -0.86 2.69 -9.05
110 H -2.41 4.87 -7.57
111 H -2.06 4.82 -9.30
112 H -3.60 2.98 -9.65
113 H -4.44 3.83 -8.34
114 H -1.98 2.43 -6.22
115 H -1.61 1.13 -7.37

Properties
Gap between HOMO and LUMO (eV): 6.7
Total charge: -1
Spin multiplicity: 1

=====

4.
A cluster of 8 separate species, C32H69N9O9P2 in total in a non-equilibrium geometry. Source: the Open Molecules 2025 dataset; level of theory: ωB97M-V/def2-TZVPD.

Positions of all 121 atoms, in Å:
1 C 3.58 -3.08 4.20
2 C 2.59 -2.76 2.97
3 P 2.81 -1.04 2.21
4 C 4.47 -1.01 1.30
5 C 4.46 -1.75 -0.14
6 C 1.35 -0.62 1.01
7 C 1.94 0.50 0.01
8 N 2.26 1.43 -0.70
9 C 0.98 -1.90 0.10
10 C -0.56 -2.00 -0.38
11 C -1.20 -3.30 0.32
12 O -0.54 -2.27 -1.83
13 C 0.16 -0.07 1.96
14 C -0.54 -1.18 2.86
15 N -1.11 -2.06 3.46
16 P 0.69 1.38 3.11
17 O 1.25 2.59 2.30
18 H 4.67 -3.20 3.84
19 H 3.46 -2.30 5.03
20 H 3.22 -4.09 4.66
21 H 1.52 -2.99 3.32
22 H 2.82 -3.56 2.15
23 H 5.26 -1.52 1.98
24 H 4.84 0.06 1.14
25 H 4.14 -1.00 -0.96
26 H 3.77 -2.67 -0.18
27 H 5.55 -2.03 -0.39
28 H 1.61 -1.80 -0.87
29 H 1.26 -2.91 0.55
30 H -1.17 -1.04 -0.26
31 H -0.95 -4.25 -0.30
32 H -0.66 -3.48 1.33
33 H -2.31 -3.21 0.57
34 H -0.18 -3.17 -1.99
35 H -0.67 0.39 1.29
36 H -0.54 1.85 3.69
37 H 1.57 0.96 4.16
38 C 4.16 -4.64 -2.28
39 C 4.33 -5.64 -1.18
40 O 3.53 -5.75 -0.26
41 N 5.43 -6.44 -1.22
42 C 6.49 -6.47 -2.20
43 H 3.24 -4.07 -2.12
44 H 4.99 -3.94 -2.29
45 H 4.08 -5.15 -3.25
46 H 5.48 -7.09 -0.44
47 H 6.52 -7.47 -2.64
48 H 7.44 -6.27 -1.70
49 H 6.34 -5.73 -2.99
50 C -2.55 4.63 1.51
51 C -2.93 3.63 2.57
52 O -2.16 2.76 2.96
53 N -4.18 3.72 3.11
54 C -5.23 4.66 2.80
55 H -1.53 4.44 1.18
56 H -3.22 4.54 0.65
57 H -2.60 5.64 1.92
58 H -4.36 3.01 3.81
59 H -5.48 5.20 3.71
60 H -6.10 4.10 2.45
61 H -4.93 5.37 2.03
62 C 3.45 7.01 3.56
63 C 4.71 6.28 3.16
64 O 5.76 6.87 2.97
65 N 4.64 4.93 3.01
66 C 3.50 4.06 3.19
67 H 3.65 8.08 3.64
68 H 2.67 6.86 2.80
69 H 3.10 6.65 4.53
70 H 5.53 4.52 2.74
71 H 3.74 3.33 3.96
72 H 3.32 3.54 2.25
73 H 2.60 4.61 3.47
74 C 4.65 -8.30 5.28
75 C 3.96 -7.03 4.86
76 O 3.90 -6.04 5.59
77 N 3.40 -6.98 3.62
78 C 3.36 -8.02 2.61
79 H 5.04 -8.18 6.29
80 H 3.93 -9.12 5.28
81 H 5.48 -8.52 4.60
82 H 2.96 -6.10 3.40
83 H 3.85 -7.65 1.71
84 H 2.32 -8.25 2.38
85 H 3.87 -8.93 2.94
86 C -6.64 3.15 -1.28
87 C -7.59 3.71 -0.26
88 O -7.27 3.84 0.92
89 N -8.84 4.06 -0.66
90 C -9.41 3.98 -1.99
91 H -5.69 2.91 -0.81
92 H -7.05 2.23 -1.71
93 H -6.46 3.88 -2.07
94 H -9.41 4.43 0.08
95 H -9.71 4.98 -2.30
96 H -10.29 3.34 -1.95
97 H -8.70 3.57 -2.72
98 C -8.19 7.82 -5.26
99 C -8.02 6.81 -4.15
100 O -8.84 6.70 -3.24
101 N -6.92 6.01 -4.18
102 C -5.85 5.99 -5.15
103 H -9.11 8.38 -5.10
104 H -7.36 8.52 -5.26
105 H -8.26 7.31 -6.22
106 H -6.88 5.36 -3.41
107 H -5.81 4.99 -5.59
108 H -4.91 6.19 -4.64
109 H -6.00 6.72 -5.94
110 C 2.32 -1.72 -6.95
111 C 1.95 -2.72 -5.88
112 O 2.73 -3.59 -5.51
113 N 0.71 -2.63 -5.33
114 C -0.34 -1.68 -5.63
115 H 3.33 -1.92 -7.29
116 H 1.64 -1.81 -7.80
117 H 2.28 -0.71 -6.54
118 H 0.53 -3.33 -4.62
119 H -0.59 -1.14 -4.71
120 H -1.22 -2.24 -5.96
121 H -0.05 -0.97 -6.40

Properties
Gap between HOMO and LUMO (eV): 8.3
Spin multiplicity: 1